C22H61F4N13O4P3 | ωB97M-V/def2-TZVPD

Geometry (Å):
1 N -1.465 2.471 3.922
2 N -0.100 2.171 3.532
3 C 0.003 1.237 2.576
4 N -0.989 0.336 2.473
5 N 1.064 1.213 1.748
6 C 2.202 2.129 1.851
7 C 2.118 3.294 0.877
8 O 3.037 3.865 0.417
9 F 0.826 3.629 0.610
10 C 1.134 0.240 0.673
11 F 1.353 -0.970 1.142
12 F 2.119 0.565 -0.126
13 F 0.025 0.229 -0.029
14 H -1.432 3.398 4.337
15 H -2.008 2.584 3.064
16 H 0.374 3.034 3.289
17 H -0.663 -0.592 2.206
18 H -1.456 0.202 3.374
19 H 2.258 2.559 2.855
20 H 3.140 1.594 1.718
21 O 4.839 1.240 -3.974
22 P 4.503 2.652 -4.251
23 N 2.812 2.726 -4.062
24 C 1.991 3.860 -4.446
25 C 2.289 2.102 -2.859
26 N 4.915 2.824 -5.903
27 C 3.919 3.179 -6.900
28 C 5.834 1.810 -6.417
29 N 4.880 4.266 -3.851
30 C 6.121 4.834 -4.414
31 C 4.941 4.426 -2.378
32 H 2.084 4.713 -3.760
33 H 0.944 3.548 -4.448
34 H 2.210 4.208 -5.447
35 H 2.311 2.783 -1.994
36 H 2.865 1.212 -2.610
37 H 1.251 1.793 -3.016
38 H 3.066 2.490 -6.920
39 H 4.381 3.176 -7.888
40 H 3.558 4.198 -6.752
41 H 5.328 0.872 -6.673
42 H 6.611 1.584 -5.692
43 H 6.323 2.198 -7.313
44 H 6.998 4.205 -4.237
45 H 6.295 5.805 -3.948
46 H 6.020 5.001 -5.481
47 H 5.768 3.861 -1.934
48 H 4.013 4.081 -1.924
49 H 5.056 5.476 -2.112
50 O -3.869 1.039 5.897
51 P -5.020 0.131 6.120
52 N -4.401 -1.148 7.032
53 C -5.107 -2.393 7.286
54 C -3.606 -0.767 8.199
55 N -5.349 -0.404 4.511
56 C -5.265 -1.807 4.143
57 C -4.797 0.448 3.478
58 N -6.644 0.060 6.609
59 C -7.663 0.587 5.678
60 C -6.833 0.755 7.908
61 H -5.917 -2.288 8.018
62 H -4.395 -3.120 7.680
63 H -5.522 -2.825 6.385
64 H -4.229 -0.575 9.082
65 H -3.025 0.129 7.992
66 H -2.906 -1.566 8.450
67 H -4.287 -2.252 4.370
68 H -5.448 -1.913 3.073
69 H -6.047 -2.389 4.630
70 H -3.726 0.258 3.302
71 H -4.909 1.500 3.729
72 H -5.325 0.287 2.535
73 H -7.443 1.600 5.331
74 H -8.623 0.603 6.195
75 H -7.772 -0.063 4.816
76 H -6.657 1.831 7.832
77 H -6.152 0.350 8.659
78 H -7.846 0.592 8.269
79 O -0.073 -4.089 -0.971
80 P 0.454 -3.925 -2.345
81 N 0.302 -5.436 -3.075
82 C 0.902 -5.796 -4.348
83 C -0.999 -6.085 -2.922
84 N 2.114 -3.578 -2.052
85 C 3.179 -4.418 -2.577
86 C 2.411 -3.147 -0.695
87 N 0.373 -2.931 -3.729
88 C 1.022 -1.607 -3.655
89 C -1.036 -2.711 -4.135
90 H 0.388 -5.351 -5.210
91 H 0.856 -6.881 -4.458
92 H 1.949 -5.525 -4.404
93 H -1.718 -5.760 -3.685
94 H -1.421 -5.872 -1.942
95 H -0.886 -7.167 -3.005
96 H 3.084 -5.468 -2.275
97 H 4.141 -4.047 -2.220
98 H 3.230 -4.357 -3.664
99 H 2.504 -3.987 0.006
100 H 1.633 -2.493 -0.332
101 H 3.353 -2.589 -0.691
102 H 0.709 -1.026 -2.780
103 H 0.758 -1.044 -4.551
104 H 2.102 -1.702 -3.643
105 H -1.597 -2.131 -3.394
106 H -1.545 -3.666 -4.276
107 H -1.069 -2.184 -5.087

The value obtained for the HOMO-LUMO gap is 6.8609 eV. The net charge is +1. Its HOMO energy is -10.079 eV.

---

C22H61N3O10 | ωB97M-V/def2-TZVPD

Geometry (Å):
1 C 5.895 29.405 -9.417
2 O 4.939 30.423 -9.172
3 C 3.666 29.892 -8.798
4 C 2.997 30.939 -7.907
5 N 3.748 30.993 -6.675
6 C 3.431 32.031 -5.718
7 C 4.245 31.837 -4.426
8 O 3.916 32.722 -3.387
9 C 2.726 32.436 -2.700
10 H 5.685 28.814 -10.314
11 H 5.990 28.718 -8.573
12 H 6.874 29.847 -9.598
13 H 3.767 28.934 -8.290
14 H 3.091 29.831 -9.727
15 H 1.964 30.636 -7.716
16 H 2.936 31.917 -8.401
17 H 4.745 31.011 -6.843
18 H 2.376 31.927 -5.449
19 H 3.585 33.044 -6.108
20 H 5.314 31.937 -4.630
21 H 4.141 30.815 -4.040
22 H 1.903 32.288 -3.405
23 H 2.426 33.236 -2.024
24 H 2.831 31.549 -2.066
25 C 3.391 24.874 -2.220
26 O 2.834 26.143 -1.993
27 C 1.847 26.144 -0.963
28 C 1.645 27.616 -0.587
29 N 0.703 27.845 0.499
30 C 0.274 29.223 0.574
31 C -0.772 29.424 1.656
32 O -2.029 28.964 1.174
33 C -2.963 28.820 2.221
34 H 3.886 24.829 -3.190
35 H 2.654 24.066 -2.204
36 H 4.163 24.640 -1.478
37 H 2.212 25.547 -0.121
38 H 0.940 25.639 -1.312
39 H 1.357 28.090 -1.533
40 H 2.646 27.966 -0.327
41 H -0.074 27.209 0.358
42 H -0.158 29.573 -0.371
43 H 1.148 29.808 0.869
44 H -0.809 30.496 1.884
45 H -0.466 28.972 2.604
46 H -2.827 27.922 2.829
47 H -3.960 28.762 1.782
48 H -2.965 29.715 2.848
49 C -9.979 32.209 4.951
50 O -9.327 33.015 4.037
51 C -9.706 32.733 2.686
52 C -8.707 33.284 1.704
53 N -7.391 32.653 1.903
54 C -6.371 33.259 1.046
55 C -5.017 32.725 1.511
56 O -4.762 33.200 2.814
57 C -3.503 32.877 3.315
58 H -11.053 32.441 5.011
59 H -9.630 32.378 5.970
60 H -9.890 31.134 4.761
61 H -10.682 33.218 2.573
62 H -9.860 31.658 2.560
63 H -8.613 34.373 1.800
64 H -8.999 33.105 0.667
65 H -7.107 32.888 2.851
66 H -6.309 34.353 1.107
67 H -6.590 32.967 0.018
68 H -4.265 33.041 0.777
69 H -5.005 31.631 1.514
70 H -3.447 33.195 4.356
71 H -2.690 33.387 2.787
72 H -3.291 31.804 3.327
73 C -0.607 32.866 -0.057
74 O 0.168 33.860 0.581
75 H -1.376 33.274 -0.722
76 H -0.024 32.190 -0.681
77 H -1.153 32.328 0.725
78 H -0.428 34.596 0.803
79 C -2.498 36.219 1.701
80 O -1.113 36.135 1.428
81 H -2.721 36.306 2.769
82 H -2.881 37.141 1.254
83 H -2.998 35.338 1.305
84 H -0.710 36.985 1.616
85 C -0.329 34.535 4.433
86 O -0.824 34.115 5.673
87 H -0.526 33.816 3.628
88 H -0.769 35.458 4.059
89 H 0.763 34.623 4.428
90 H -0.605 33.186 5.775
91 C 1.865 31.848 3.070
92 O 2.475 32.661 2.086
93 H 1.198 32.515 3.625
94 H 1.184 31.115 2.626
95 H 2.542 31.331 3.743
96 H 1.835 33.037 1.466

The value obtained for the HOMO-LUMO gap is 9.0685 eV. The net charge is 0. Its HOMO energy is -8.600 eV. The structure (SMILES) is COCCNCCOC.COCCNCCOC.COCCNCCOC.CO.CO.CO.CO. The energy above the lowest of the compared OMol25 structures with the same formula, charge and spin is 17.8 kJ/mol.